# 1
112
Properties=species:S:1:pos:R:3:mulliken_charge:R:1 method="wB97M-V/def2-TZVPD" total_charge=+1 homo_lumo_gap_ev=6.95 molar_mass_g_mol=3532.1
C 2.99 1.46 -3.74 -1.34
Br -8.21 2.89 1.66 -0.02
H -1.80 2.47 -0.98 0.46
O 1.83 -3.76 0.55 -0.63
H 1.32 5.17 9.71 -0.67
C 0.71 -1.44 -1.47 -0.63
C -2.11 -3.23 -2.76 0.24
Br -2.37 2.30 1.42 0.02
Br -3.53 -4.41 -6.06 0.04
C 0.75 -2.86 0.73 -0.14
H -1.56 -2.91 3.13 0.24
Br 3.27 -8.12 -8.05 -0.04
H -2.30 -1.66 6.92 -0.30
Br 3.54 3.59 4.69 -0.05
C 2.42 2.89 -3.46 -0.40
C 2.34 -2.91 -6.79 -0.35
H -2.31 -5.39 -3.36 -0.06
H -5.85 -5.26 -5.96 0.39
O 1.07 -1.05 -5.99 -0.27
C -2.82 -2.38 7.54 0.31
Br 4.47 8.31 8.02 0.01
Br -1.68 -3.93 7.67 -0.02
H -6.36 2.93 3.30 -0.35
H 1.96 -0.78 0.05 0.28
Br -5.72 0.92 2.00 0.03
Br -4.56 8.00 6.12 0.00
H 4.01 1.47 -3.33 0.58
C -5.40 6.28 6.39 -0.36
Br -3.70 0.89 -1.13 -0.07
Br 5.61 -6.97 -9.90 -0.01
Br -7.83 1.25 4.37 -0.01
C -0.30 -3.59 1.65 -0.77
Br -4.52 5.26 7.76 0.00
Br 1.11 3.21 7.71 0.13
H 2.93 -1.58 -5.20 0.24
C 5.04 3.40 5.90 -0.35
H -1.72 0.14 -4.08 0.27
C 0.86 -0.06 -5.07 -0.90
Br 3.24 2.19 9.84 -0.06
Br 5.12 1.64 6.68 -0.04
Br -5.54 5.29 4.74 0.02
Br 4.45 -0.67 -12.56 -0.03
C 2.40 0.21 -1.64 -0.77
Br -2.27 1.80 7.55 0.04
C 1.99 -2.05 -5.53 0.65
C -2.09 1.63 -0.36 -0.41
Br 0.17 6.42 11.51 -0.04
C 5.23 8.87 6.33 -0.32
Br 0.16 2.40 10.65 -0.04
Br 5.02 4.77 7.26 0.10
H -2.30 -2.90 -1.73 0.51
H -1.32 -5.13 -1.86 0.25
C -6.95 2.11 2.89 0.31
H 2.70 3.59 -4.26 0.39
Br -4.49 -2.78 6.64 -0.02
Br 6.45 -2.30 -10.68 -0.02
C -1.60 -4.73 -2.84 -0.71
H -1.25 -3.67 1.07 0.28
Br -4.77 -6.83 -4.39 -0.01
H 0.03 -4.58 1.96 0.38
N 1.69 -0.70 -0.93 0.34
Br -0.63 0.34 -0.41 0.18
Br 4.65 7.73 4.88 -0.02
C -5.11 -5.11 -5.19 -0.39
Br -1.73 0.11 4.89 0.00
H -0.67 -4.75 -3.45 0.31
H -3.11 -0.95 -4.04 0.57
Br 3.46 -3.33 -11.11 0.03
C 3.77 -6.80 -9.37 0.22
C -2.73 1.56 5.70 -0.26
H 3.66 -5.83 -8.90 -0.22
C 4.62 -1.79 -11.01 -0.25
C -2.11 -0.81 -4.48 -0.39
H 2.95 1.27 -4.82 0.32
H -1.00 -2.14 -0.34 0.48
P -0.99 -2.16 -3.78 1.02
Br 4.87 10.73 5.97 -0.04
H 4.29 -1.21 -10.16 0.27
F 1.03 2.88 -3.38 -0.27
H 5.94 3.53 5.31 0.35
H 6.30 8.76 6.42 0.35
H -0.71 -1.74 2.44 0.18
Br -3.12 -1.56 9.25 -0.02
H 3.21 0.77 -1.16 0.52
C 1.09 -0.33 -3.57 0.34
Br 0.95 7.31 8.55 -0.01
C -2.16 -0.81 -6.05 -1.13
H 2.82 3.31 -2.52 0.32
H -1.89 0.20 -6.39 0.31
Br -5.83 -3.86 -3.92 -0.03
H -0.04 -3.42 -1.18 0.55
H 1.86 -4.08 -0.36 0.41
C 1.42 2.06 9.23 -0.39
C 0.33 -1.29 -2.83 0.54
H -3.09 -3.23 -3.27 -0.22
H -3.20 -0.99 -6.35 0.32
Br 3.24 6.44 10.62 -0.10
C 2.15 0.43 -2.98 0.60
H 1.26 1.04 8.90 0.41
H -1.47 -1.58 -6.42 0.25
O 0.46 1.02 -5.41 -0.46
O 3.22 -2.55 -7.51 -0.41
I 1.21 -4.70 -7.10 0.05
Br -2.55 3.20 4.70 -0.06
H -6.41 6.47 6.73 0.36
H -3.78 1.28 5.66 0.37
Br 2.58 -6.83 -10.89 -0.02
H 1.55 -2.73 -4.78 0.11
H 1.07 -1.97 1.32 0.56
N -0.62 -2.70 2.80 -0.59
C 0.01 -2.50 -0.58 -1.11
C 1.41 6.19 10.05 0.77



# 2
75
Properties=species:S:1:pos:R:3:mulliken_charge:R:1 method="wB97M-V/def2-TZVPD" total_charge=-2 e_above_lowest_kj_mol=0.0 homo_lumo_gap_ev=3.97 molar_mass_g_mol=593.7
H -6.24 -2.38 -2.87 0.44
C 2.15 1.69 -3.05 -0.12
C 0.70 3.25 1.46 1.96
N 2.72 3.28 -1.34 0.04
H 3.48 1.14 -4.66 0.47
H 0.35 -4.66 0.81 0.38
H 2.31 -1.35 5.76 0.27
Ca -0.31 0.69 0.28 1.15
C 1.36 -0.71 2.51 -0.12
C -1.71 -2.60 0.45 -0.72
H -1.54 -2.50 1.51 0.08
H -1.40 2.88 1.76 0.35
H -4.89 -3.50 -3.09 0.33
N 0.28 -0.61 1.80 -0.56
H -3.73 -1.38 -4.14 0.33
H -0.60 -1.92 4.19 0.19
C -4.08 -0.78 -3.30 -1.58
C -0.09 -1.02 4.53 -1.56
C 0.53 -3.71 0.30 -1.27
C -2.13 -2.83 -2.26 -0.13
H 3.45 3.83 -0.92 0.27
H -3.32 -0.05 -3.07 0.28
H 0.48 2.01 -1.72 1.61
C -3.97 1.22 0.13 -0.17
H 1.34 4.98 0.31 0.42
C -0.96 -3.32 -1.70 -0.90
C -0.73 -3.20 -0.34 1.09
C 0.63 -0.46 -3.79 -0.11
C -4.36 -1.65 -2.08 1.00
H 4.79 -0.81 2.33 0.25
H -0.33 1.91 2.79 0.38
C 1.29 -0.96 3.93 1.02
C -3.09 -2.21 -1.48 0.73
H 2.14 2.17 2.68 0.21
H -2.28 -2.94 -3.33 0.32
C 1.79 -0.19 -4.50 -0.73
C 0.92 1.37 -2.46 -0.89
C 2.42 -1.16 4.69 -0.68
H 2.46 0.63 0.29 -0.17
C -0.49 2.90 2.36 -2.12
H 1.31 -3.86 -0.44 0.27
C 2.86 -0.36 0.50 -0.73
C 3.80 -0.86 2.77 -0.70
H 1.93 3.86 3.18 0.46
H 2.08 -0.82 -5.33 0.39
H -0.62 3.65 3.15 0.51
C 2.56 0.89 -4.14 -0.60
H -4.99 -0.26 -3.61 0.45
C 3.69 -1.12 4.13 -0.73
C 3.04 2.75 -2.55 0.21
C 1.99 3.19 2.32 -1.47
N 0.19 0.32 -2.79 -0.21
H -0.05 -1.03 5.62 0.40
H 2.01 2.87 -0.69 -0.16
O 4.03 3.13 -3.18 -0.77
Se -5.71 1.23 0.29 -0.39
H -3.62 -1.65 0.51 0.39
H 4.58 -1.29 4.74 0.31
H 2.31 -1.07 -0.11 0.03
H 0.87 -2.99 1.04 0.11
C -5.34 -2.78 -2.41 -1.66
N -2.82 1.22 0.01 -0.73
O 0.81 2.40 0.40 -0.36
C -2.87 -2.11 -0.12 -0.48
H -0.22 -3.79 -2.33 0.30
H 0.01 -1.32 -4.02 0.33
H -5.62 -3.30 -1.50 0.39
H 2.85 3.47 1.72 0.29
H -4.83 -1.01 -1.32 -0.28
H -0.69 -0.17 4.20 0.17
H 3.91 -0.39 0.21 0.43
H -0.41 4.72 0.33 0.33
C 2.70 -0.66 1.97 1.24
H 0.40 5.42 1.74 0.41
C 0.50 4.69 0.94 -1.87



Repeat the second record exactly.
75
Properties=species:S:1:pos:R:3:mulliken_charge:R:1 method="wB97M-V/def2-TZVPD" total_charge=-2 e_above_lowest_kj_mol=0.0 homo_lumo_gap_ev=3.97 molar_mass_g_mol=593.7
H -6.24 -2.38 -2.87 0.44
C 2.15 1.69 -3.05 -0.12
C 0.70 3.25 1.46 1.96
N 2.72 3.28 -1.34 0.04
H 3.48 1.14 -4.66 0.47
H 0.35 -4.66 0.81 0.38
H 2.31 -1.35 5.76 0.27
Ca -0.31 0.69 0.28 1.15
C 1.36 -0.71 2.51 -0.12
C -1.71 -2.60 0.45 -0.72
H -1.54 -2.50 1.51 0.08
H -1.40 2.88 1.76 0.35
H -4.89 -3.50 -3.09 0.33
N 0.28 -0.61 1.80 -0.56
H -3.73 -1.38 -4.14 0.33
H -0.60 -1.92 4.19 0.19
C -4.08 -0.78 -3.30 -1.58
C -0.09 -1.02 4.53 -1.56
C 0.53 -3.71 0.30 -1.27
C -2.13 -2.83 -2.26 -0.13
H 3.45 3.83 -0.92 0.27
H -3.32 -0.05 -3.07 0.28
H 0.48 2.01 -1.72 1.61
C -3.97 1.22 0.13 -0.17
H 1.34 4.98 0.31 0.42
C -0.96 -3.32 -1.70 -0.90
C -0.73 -3.20 -0.34 1.09
C 0.63 -0.46 -3.79 -0.11
C -4.36 -1.65 -2.08 1.00
H 4.79 -0.81 2.33 0.25
H -0.33 1.91 2.79 0.38
C 1.29 -0.96 3.93 1.02
C -3.09 -2.21 -1.48 0.73
H 2.14 2.17 2.68 0.21
H -2.28 -2.94 -3.33 0.32
C 1.79 -0.19 -4.50 -0.73
C 0.92 1.37 -2.46 -0.89
C 2.42 -1.16 4.69 -0.68
H 2.46 0.63 0.29 -0.17
C -0.49 2.90 2.36 -2.12
H 1.31 -3.86 -0.44 0.27
C 2.86 -0.36 0.50 -0.73
C 3.80 -0.86 2.77 -0.70
H 1.93 3.86 3.18 0.46
H 2.08 -0.82 -5.33 0.39
H -0.62 3.65 3.15 0.51
C 2.56 0.89 -4.14 -0.60
H -4.99 -0.26 -3.61 0.45
C 3.69 -1.12 4.13 -0.73
C 3.04 2.75 -2.55 0.21
C 1.99 3.19 2.32 -1.47
N 0.19 0.32 -2.79 -0.21
H -0.05 -1.03 5.62 0.40
H 2.01 2.87 -0.69 -0.16
O 4.03 3.13 -3.18 -0.77
Se -5.71 1.23 0.29 -0.39
H -3.62 -1.65 0.51 0.39
H 4.58 -1.29 4.74 0.31
H 2.31 -1.07 -0.11 0.03
H 0.87 -2.99 1.04 0.11
C -5.34 -2.78 -2.41 -1.66
N -2.82 1.22 0.01 -0.73
O 0.81 2.40 0.40 -0.36
C -2.87 -2.11 -0.12 -0.48
H -0.22 -3.79 -2.33 0.30
H 0.01 -1.32 -4.02 0.33
H -5.62 -3.30 -1.50 0.39
H 2.85 3.47 1.72 0.29
H -4.83 -1.01 -1.32 -0.28
H -0.69 -0.17 4.20 0.17
H 3.91 -0.39 0.21 0.43
H -0.41 4.72 0.33 0.33
C 2.70 -0.66 1.97 1.24
H 0.40 5.42 1.74 0.41
C 0.50 4.69 0.94 -1.87